This record from the OMol25 dataset describes a 11-piece molecular cluster, C65H137F6N5O21S4 overall. The level of theory is ωB97M-V/def2-TZVPD.

Positions of all 238 atoms, in Å:
O -1.838 -6.092 -4.054
S -1.140 -4.820 -3.985
O -1.793 -3.728 -3.241
O 0.476 -5.104 -3.442
C 1.054 -4.020 -2.875
C 2.538 -4.231 -2.673
C -0.669 -4.168 -5.697
H 0.590 -3.800 -1.915
H 0.946 -3.184 -3.566
H 2.892 -4.968 -1.952
H 3.113 -3.330 -2.457
H 2.933 -4.585 -3.625
H -0.404 -5.091 -6.212
H 0.131 -3.443 -5.549
H -1.613 -3.867 -6.152
O -0.456 -5.776 -0.038
S -1.822 -6.353 -0.093
O -2.229 -7.341 -1.123
O -2.206 -6.920 1.467
C -3.447 -7.469 1.748
C -3.406 -8.065 3.154
C -3.068 -4.925 -0.049
H -3.717 -8.246 1.033
H -4.153 -6.638 1.728
H -3.112 -7.359 3.931
H -2.801 -8.969 3.220
H -4.396 -8.431 3.428
H -2.785 -4.215 0.727
H -4.092 -5.297 -0.072
H -2.912 -4.425 -1.005
O 2.830 -4.887 4.147
S 1.660 -5.063 3.247
O 1.074 -6.348 2.945
O 0.529 -3.936 3.780
C -0.861 -4.128 3.410
C -1.438 -2.684 3.242
C 2.133 -4.276 1.684
H -1.453 -4.474 4.257
H -0.972 -4.694 2.486
H -1.926 -2.572 2.274
H -0.599 -1.991 3.293
H -2.168 -2.359 3.983
H 2.598 -3.320 1.924
H 1.254 -4.194 1.045
H 2.751 -5.068 1.260
O -7.337 -0.731 -0.374
S -7.930 -2.040 -0.636
O -8.838 -2.680 0.262
O -8.789 -1.837 -2.041
C -9.443 -3.011 -2.487
C -10.329 -2.492 -3.572
C -6.657 -3.278 -1.167
H -10.111 -3.301 -1.675
H -8.789 -3.836 -2.771
H -9.723 -2.197 -4.429
H -11.050 -1.725 -3.288
H -10.877 -3.404 -3.811
H -7.068 -4.287 -1.150
H -5.822 -3.195 -0.472
H -6.233 -2.885 -2.091
C -3.435 -0.976 -0.746
C -2.081 -1.511 -0.647
O -1.290 -0.553 0.011
C 0.009 -0.857 0.182
O 0.595 -1.827 -0.294
C 0.776 0.162 1.055
F 0.483 0.035 2.331
F 2.088 -0.105 0.994
F 0.596 1.366 0.683
H -3.460 0.082 -1.009
H -4.004 -1.100 0.176
H -3.932 -1.438 -1.599
H -1.699 -1.810 -1.623
H -2.080 -2.437 -0.072
C 1.381 -1.184 5.096
C 1.820 -0.812 6.508
O 1.503 0.610 6.640
C 1.601 1.307 7.838
O 1.989 0.730 8.816
C 1.003 2.692 7.933
F 1.417 3.431 9.003
F 1.326 3.345 6.819
F -0.336 2.570 7.969
H 1.670 -2.221 4.923
H 1.848 -0.455 4.435
H 0.329 -0.905 5.024
H 2.887 -1.033 6.525
H 1.261 -1.385 7.248
C 2.526 3.371 2.469
C 3.511 3.809 3.561
C 4.749 4.365 2.773
C 5.768 5.089 3.709
C 5.011 6.190 4.464
C 3.664 5.813 5.188
N 2.918 4.971 4.216
O 1.621 4.712 4.721
C 4.179 5.291 6.605
C 2.796 7.084 5.402
C 3.781 2.682 4.523
H 2.190 4.160 1.797
H 1.645 2.973 2.974
H 2.933 2.607 1.807
H 5.253 3.545 2.262
H 4.452 5.112 2.038
H 6.510 5.601 3.097
H 6.339 4.413 4.346
H 4.842 7.049 3.813
H 5.797 6.500 5.152
H 4.377 6.101 7.308
H 3.377 4.758 7.115
H 4.997 4.580 6.487
H 3.337 7.779 6.044
H 2.479 7.418 4.414
H 1.935 6.925 6.051
H 2.983 2.532 5.249
H 4.685 2.945 5.072
H 3.968 1.738 4.009
H 1.851 4.291 5.553
C 4.989 1.881 -2.968
C 3.871 2.804 -3.374
C 3.846 2.906 -4.948
C 3.177 1.733 -5.572
C 1.822 1.468 -4.952
C 1.767 1.256 -3.424
N 2.567 2.372 -2.818
O 2.560 2.373 -1.467
C 0.318 1.410 -2.888
C 2.270 -0.141 -2.994
C 4.105 4.238 -2.914
H 5.040 0.904 -3.450
H 4.985 1.624 -1.908
H 5.954 2.384 -2.900
H 3.480 3.867 -5.308
H 4.850 2.940 -5.372
H 3.711 0.814 -5.330
H 3.012 1.687 -6.648
H 1.615 0.482 -5.368
H 1.008 2.105 -5.298
H 0.201 1.101 -1.850
H -0.058 2.432 -2.926
H -0.402 0.884 -3.516
H 1.541 -0.854 -3.379
H 3.203 -0.441 -3.473
H 2.389 -0.256 -1.917
H 4.372 4.300 -1.859
H 3.270 4.929 -3.026
H 4.942 4.785 -3.350
H 2.128 3.228 -1.409
C -3.530 7.488 0.290
C -2.867 6.139 -0.043
C -1.369 6.522 -0.144
C -0.346 5.299 -0.125
C -0.696 4.460 1.109
C -2.193 4.036 1.244
N -3.086 5.212 1.049
O -4.365 4.956 1.337
C -2.510 2.798 0.390
C -2.278 3.585 2.794
C -3.435 5.655 -1.421
H -4.609 7.434 0.434
H -3.459 8.220 -0.514
H -3.085 7.876 1.206
H -1.198 7.159 -1.012
H -0.978 7.157 0.651
H 0.703 5.575 -0.019
H -0.360 4.663 -1.010
H -0.306 5.007 1.968
H -0.162 3.518 0.989
H -1.675 2.098 0.408
H -3.481 2.340 0.577
H -2.612 3.036 -0.669
H -1.325 3.211 3.169
H -2.569 4.382 3.478
H -3.117 2.889 2.815
H -3.086 4.680 -1.761
H -3.001 6.377 -2.112
H -4.524 5.619 -1.448
H -4.494 5.396 2.180
C 5.456 -4.538 0.100
C 6.270 -3.582 0.905
C 6.059 -2.174 0.182
C 6.468 -1.021 1.124
C 5.718 -1.142 2.438
C 5.845 -2.488 3.229
N 5.717 -3.588 2.298
O 5.857 -4.877 2.983
C 7.213 -2.405 3.964
C 4.734 -2.506 4.290
C 7.847 -3.874 0.793
H 5.390 -5.586 0.393
H 5.979 -4.589 -0.855
H 4.451 -4.254 -0.214
H 6.593 -2.120 -0.767
H 5.014 -1.999 -0.075
H 6.342 -0.029 0.692
H 7.524 -1.269 1.229
H 4.694 -0.900 2.151
H 5.986 -0.344 3.130
H 7.278 -3.353 4.499
H 7.943 -2.400 3.154
H 7.301 -1.573 4.663
H 4.876 -3.304 5.019
H 4.797 -1.584 4.869
H 3.785 -2.492 3.755
H 8.228 -3.923 -0.226
H 8.000 -4.866 1.217
H 8.463 -3.221 1.412
H 4.953 -5.027 3.269
C -5.759 1.295 -3.796
C -6.277 0.714 -5.157
C -5.678 1.620 -6.325
C -4.204 1.318 -6.719
C -4.040 -0.144 -7.132
C -4.482 -0.995 -5.998
N -5.845 -0.662 -5.561
O -6.296 -1.518 -4.570
C -4.584 -2.451 -6.579
C -3.323 -1.028 -4.917
C -7.799 0.768 -5.165
H -6.200 0.640 -3.045
H -6.028 2.340 -3.639
H -4.678 1.212 -3.682
H -6.245 1.479 -7.245
H -5.881 2.666 -6.096
H -3.484 1.688 -5.990
H -3.982 1.900 -7.614
H -3.051 -0.467 -7.459
H -4.529 -0.243 -8.101
H -4.835 -3.240 -5.870
H -5.396 -2.406 -7.305
H -3.629 -2.743 -7.016
H -2.957 -0.053 -4.596
H -3.687 -1.571 -4.044
H -2.478 -1.638 -5.236
H -8.261 1.709 -4.869
H -8.171 0.056 -4.429
H -8.353 0.518 -6.070
H -6.934 -2.113 -4.971

Values from the calculation:
**2S+1**: 1
**M**: 1567.08 g mol⁻¹
**Orbital gap**: 7.90 eV
**Structure (SMILES)**: CC1(C)CCCC(C)(C)N1O.CC1(C)CCCC(C)(C)N1O.CC1(C)CCCC(C)(C)N1O.CC1(C)CCCC(C)(C)N1O.CC1(C)CCCC(C)(C)N1O.CCOC(=O)C(F)(F)F.CCOC(=O)C(F)(F)F.CCOS(C)(=O)=O.CCOS(C)(=O)=O.CCOS(C)(=O)=O.CCOS(C)(=O)=O
**HOMO**: -7.876 eV
**Lowest unoccupied orbital energy**: 0.020 eV